{"formula": "C3H3AgLiO3", "method": "ωB97M-V with the def2-TZVPD basis set", "species": ["H", "O", "C", "H", "Li", "Ag", "O", "C", "H", "C", "O"], "coordinates": [[2.3445, 0.9119, 1.9449], [0.4772, -0.0810, 1.7218], [1.3619, 1.1211, 1.5093], [2.2654, 0.8173, -0.3905], [1.2094, 3.2842, -0.6954], [-1.3691, -1.1358, -1.9715], [-0.8621, -1.2898, 0.3740], [-0.0791, -0.3716, 0.5865], [0.9020, 1.8894, 2.1467], [1.3860, 1.3343, 0.0303], [0.2505, 0.4509, -0.3964]], "atomic_forces_ev_per_a": [[-0.20, -0.15, -0.14], [0.72, 0.19, 0.08], [-0.36, -0.25, 1.24], [-0.26, 0.06, 0.19], [0.08, -0.21, 0.09], [0.27, -0.02, 0.96], [-0.29, -0.17, -0.40], [-0.14, 0.09, -0.47], [-0.10, -0.16, -0.36], [0.31, 0.25, -0.81], [-0.03, 0.36, -0.38]], "charge": 1, "orbital_gap_ev": 6.7, "e_above_lowest_kcal_mol": 0.0}


{"formula": "C3H3BaO9", "method": "ωB97M-V with the def2-TZVPD basis set", "species": ["O", "O", "H", "O", "H", "C", "C", "O", "H", "O", "O", "O", "Ba", "O", "C", "O"], "coordinates": [[-2.9650, 1.1219, 0.0201], [-0.0147, -1.6646, 0.6707], [-3.7995, 3.9199, -0.1011], [-4.1175, 3.0259, 0.0445], [2.2249, -0.4571, 1.0430], [-2.9744, 2.3201, -0.0515], [3.4952, 0.0151, -0.1026], [-0.4359, -3.7098, 0.0818], [-0.9716, -3.2306, 0.7182], [-1.8797, 2.9202, -0.2598], [2.5029, 0.4464, -0.7546], [4.7025, 0.0002, -0.5063], [-0.1792, 0.7166, -0.6270], [0.9904, -2.4258, -1.1213], [0.2382, -2.5830, -0.1303], [3.1834, -0.4153, 1.0760]], "atomic_forces_ev_per_a": [[-1.00, -4.14, 0.40], [-0.60, 2.80, 2.07], [-0.26, 0.54, 0.03], [0.30, -0.08, 0.02], [-0.77, -0.60, 0.42], [1.45, 1.27, -0.53], [-3.50, 0.60, -0.35], [-0.08, 0.01, 0.02], [-1.42, -1.31, 1.17], [0.95, 1.64, -0.28], [2.45, 0.26, -0.89], [-0.24, 0.20, -0.27], [-1.40, -0.35, 0.31], [-0.49, -0.36, 0.60], [2.65, 0.28, -3.93], [1.97, -0.74, 1.23]], "multiplicity": 2, "orbital_gap_ev": [8.7, 4.4]}


{"formula": "C3H3BeLiO2", "method": "ωB97M-V with the def2-TZVPD basis set", "species": ["H", "C", "C", "C", "O", "Be", "H", "O", "Li", "H"], "coordinates": [[0.4096, 0.0507, -2.0347], [-0.1627, 0.8272, -0.1011], [0.5160, -2.2136, 1.4940], [0.7226, 0.0028, -0.9943], [0.1737, -1.1371, 1.5692], [-0.1022, 0.4148, 1.4829], [1.7506, 0.3228, -0.8281], [-1.1968, 1.3882, -0.3787], [-2.8052, 1.3969, 0.5124], [0.6944, -1.0529, -0.7216]], "atomic_forces_ev_per_a": [[0.20, 0.26, -0.17], [1.18, -1.19, 0.19], [0.73, -2.45, 0.01], [-0.44, 0.80, -0.56], [-0.71, 1.44, 1.42], [1.64, -0.66, 1.33], [0.21, 0.11, -0.27], [-1.90, 0.93, -1.32], [-0.79, 0.63, -0.65], [-0.13, 0.12, 0.02]], "charge": 2, "orbital_gap_ev": 7.5, "e_above_lowest_kcal_mol": 0.0}


We obtain E values of -496.0501 -818.8509 -288.1412 Ha for the records listed above, in that order.